1.
DFT (wB97M-V/def2-TZVPD) results for C32H26ILuN3O8 as an isolated structure in a non-equilibrium geometry.

As for the LUMO energy: 1.7 eV. Its energy relative to the best compared isomer or geometry (same formula, charge and spin) is 30.2 kcal per mole. As for the HOMO energy: -2.698 eV. The total energy comes out at -96181.5014 eV.

ORCA input file:
```
! wB97M-V def2-TZVPD RIJCOSX def2/J DEFGRID3
* xyz -1 1
Lu 0.667 -0.745 -0.654
C 3.138 0.377 -4.383
O 4.131 -0.595 -4.081
C 4.610 -0.641 -2.789
C 5.984 -0.655 -2.669
C 6.604 -0.728 -1.424
C 5.821 -0.774 -0.295
C 4.423 -0.784 -0.378
C 3.670 -0.862 0.854
N 2.391 -0.844 0.906
N 1.820 -0.982 2.150
C 0.554 -0.629 2.157
O -0.028 0.000 1.198
C -0.213 -0.996 3.376
C -1.532 -0.575 3.495
C -2.291 -0.938 4.596
C -1.737 -1.739 5.584
C -0.423 -2.177 5.462
C 0.338 -1.809 4.366
C 3.767 -0.746 -1.642
O 2.472 -0.809 -1.752
H 2.990 0.331 -5.461
H 3.494 1.377 -4.115
H 2.202 0.182 -3.870
H 6.571 -0.608 -3.578
H 7.684 -0.740 -1.353
H 6.278 -0.813 0.688
H 4.230 -0.934 1.787
H -1.959 0.021 2.703
H -3.316 -0.595 4.673
H -2.327 -2.032 6.445
H 0.007 -2.817 6.224
H 1.359 -2.147 4.252
O -1.516 -1.406 -4.391
C -1.169 -0.766 -3.284
O -0.023 -0.426 -3.057
C -2.321 -0.356 -2.407
O -1.827 -0.099 -1.119
C -2.260 -2.209 0.160
C -0.910 -2.504 -0.468
O 0.115 -2.592 0.274
O -0.779 -2.517 -1.717
H -0.710 -1.668 -4.857
H -3.087 -1.131 -2.415
H -2.756 0.559 -2.830
H -3.019 -2.841 -0.305
H -2.214 -2.422 1.225
I 0.253 3.905 -4.647
C 1.119 3.136 -2.893
C 2.407 3.501 -2.538
C 2.916 2.953 -1.369
C 2.143 2.059 -0.655
N 0.912 1.682 -1.023
C 0.402 2.248 -2.119
H 2.987 4.184 -3.142
H 3.909 3.212 -1.028
H 2.506 1.632 0.272
H -0.617 1.983 -2.362
C -2.637 -0.722 -0.023
C -3.516 -0.039 0.612
C -4.457 0.693 1.292
C -4.100 1.660 2.285
C -5.061 2.337 3.005
C -6.422 2.128 2.783
C -6.795 1.228 1.784
C -5.858 0.533 1.053
H -3.051 1.870 2.449
H -4.751 3.066 3.747
H -7.169 2.659 3.360
H -7.851 1.067 1.587
H -6.170 -0.172 0.291
*
```

=====

2.
DFT (wB97M-V/def2-TZVPD) results for C32H26KN6O4S as an isolated structure.

As for the LUMO energy: 2.3 eV. Its energy relative to the best compared isomer or geometry (same formula, charge and spin) is 7.4 kcal per mole. As for the HOMO energy: -4.011 eV. The total energy comes out at -77898.6975 eV.

ORCA input file:
```
! wB97M-V def2-TZVPD RIJCOSX def2/J DEFGRID3
* xyz -1 1
K -0.280 1.258 -0.301
C 0.400 6.875 -3.291
C 1.106 6.243 -2.279
C 0.531 5.185 -1.589
C -0.748 4.753 -1.911
C -1.462 5.389 -2.924
C -0.884 6.444 -3.608
N -1.250 3.657 -1.137
N -2.367 3.258 -1.493
C -2.961 2.210 -0.711
C -3.819 1.413 -1.481
C -4.529 0.394 -0.873
C -4.395 0.231 0.503
C -3.534 1.053 1.227
C -2.759 2.093 0.679
H 0.845 7.701 -3.832
H 2.106 6.572 -2.026
H 1.059 4.681 -0.789
H -2.458 5.041 -3.156
H -1.438 6.937 -4.398
H -3.915 1.605 -2.545
H -5.187 -0.243 -1.450
H -4.973 -0.541 1.007
H -3.475 0.872 2.302
C -0.605 -3.643 -1.161
C -0.753 -3.110 0.238
C -1.866 -2.346 0.584
C -2.037 -1.879 1.873
C -1.098 -2.164 2.859
N -1.397 -1.713 4.173
C -0.588 -1.589 5.269
O -1.010 -1.763 6.401
N 0.740 -1.261 5.064
C 1.311 -0.389 4.110
C 2.697 -0.312 4.061
C 3.295 0.567 3.179
C 2.484 1.329 2.355
N 1.160 1.262 2.389
C 0.582 0.431 3.249
C 0.030 -2.899 2.529
C 0.191 -3.358 1.226
H -1.454 -4.279 -1.420
H 0.308 -4.231 -1.268
H -0.580 -2.833 -1.892
H -2.607 -2.099 -0.168
H -2.898 -1.272 2.117
H -2.364 -1.797 4.442
H 1.238 -1.306 5.939
H 3.293 -0.941 4.713
H 4.372 0.647 3.119
H 2.915 2.003 1.625
H -0.501 0.424 3.252
H 0.777 -3.127 3.277
H 1.074 -3.935 0.980
O 1.775 0.058 -4.482
S 1.083 -0.722 -3.490
O -0.240 -1.185 -3.835
N 1.103 -0.011 -2.041
C 1.747 -0.747 -1.114
O 1.835 -0.465 0.082
C 2.370 -1.994 -1.691
C 3.132 -2.943 -1.035
C 3.582 -4.037 -1.764
C 3.272 -4.169 -3.116
C 2.511 -3.207 -3.772
C 2.077 -2.127 -3.030
H 3.354 -2.819 0.018
H 4.181 -4.799 -1.280
H 3.631 -5.031 -3.664
H 2.266 -3.300 -4.822
*
```

=====

3.
DFT (wB97M-V/def2-TZVPD) results for C32H26N5O4Ru as an isolated structure.

As for the LUMO energy (spin up / spin down): 0.0 / -0.5 eV. As for the HOMO energy (spin up / spin down): -7.420 / -7.521 eV. The total energy comes out at -51830.1588 eV.

ORCA input file:
```
! wB97M-V def2-TZVPD RIJCOSX def2/J DEFGRID3
* xyz 0 2
Ru -0.347 0.446 0.189
C -1.553 1.193 4.371
O -0.370 0.677 4.972
C 0.732 0.266 4.275
C 1.764 -0.180 5.078
C 2.981 -0.599 4.549
C 3.156 -0.570 3.187
C 2.121 -0.146 2.338
C 2.443 -0.165 0.916
N 1.606 0.085 -0.019
N 2.045 -0.027 -1.352
C 1.026 0.064 -2.165
O -0.212 0.246 -1.823
C 1.300 -0.080 -3.626
C 2.603 -0.213 -4.101
C 2.832 -0.358 -5.460
C 1.766 -0.372 -6.350
C 0.468 -0.237 -5.878
C 0.234 -0.089 -4.519
C 0.873 0.276 2.861
O -0.149 0.701 2.138
H -2.212 1.403 5.212
H -2.029 0.465 3.715
H -1.363 2.104 3.808
H 1.593 -0.178 6.147
H 3.774 -0.932 5.204
H 4.097 -0.874 2.747
H 3.458 -0.424 0.623
H 3.422 -0.194 -3.397
H 3.846 -0.456 -5.826
H 1.948 -0.485 -7.411
H -0.364 -0.244 -6.570
H -0.770 0.025 -4.135
C -4.713 0.330 0.038
C -5.033 1.682 -0.008
C -4.020 2.618 -0.002
C -2.691 2.201 0.054
N -2.396 0.885 0.127
C -3.381 -0.018 0.108
C -1.522 3.091 0.012
C -1.629 4.481 -0.036
C -0.485 5.256 -0.096
C 0.762 4.637 -0.116
C 0.864 3.255 -0.072
C -0.272 2.448 0.000
H -5.472 -0.438 0.021
H -6.067 2.000 -0.053
H -4.248 3.672 -0.051
H -3.072 -1.054 0.149
H -2.595 4.969 -0.025
H -0.561 6.335 -0.130
H 1.659 5.243 -0.165
H 1.846 2.796 -0.090
N 1.661 -4.323 -2.074
C 0.902 -4.892 -1.107
O 0.765 -6.094 -0.996
C 0.222 -3.956 -0.140
C -0.337 -4.485 1.015
C -0.947 -3.632 1.919
C -0.987 -2.278 1.632
N -0.468 -1.765 0.513
C 0.124 -2.592 -0.350
H 2.107 -4.937 -2.733
H 1.825 -3.335 -2.146
H -0.276 -5.552 1.181
H -1.377 -4.000 2.839
H -1.426 -1.562 2.317
H 0.520 -2.115 -1.235
*
```

=====

4.
DFT (wB97M-V/def2-TZVPD) results for C32H27Br2F3HgN5O6 as an isolated structure in a non-equilibrium geometry.

As for the LUMO energy (spin up / spin down): 3.9 / 3.9 eV. As for the HOMO energy (spin up / spin down): -0.885 / -2.760 eV. The total energy comes out at -205771.4541 eV.

ORCA input file:
```
! wB97M-V def2-TZVPD RIJCOSX def2/J DEFGRID3
* xyz -2 2
Hg -0.258 0.710 0.564
O 4.125 0.383 -0.177
C 4.840 -0.626 0.154
C 6.206 -0.728 -0.220
C 6.970 -1.824 0.096
C 6.438 -2.878 0.827
C 5.120 -2.795 1.247
C 4.328 -1.708 0.931
C 2.873 -1.693 1.342
O 2.346 -0.438 1.485
N 2.141 -2.481 0.306
N 1.602 -1.857 -0.715
C 1.637 -2.395 -1.872
C 1.011 -1.817 -3.047
Br -0.919 -1.766 -3.069
C 1.681 -1.438 -4.129
C 3.155 -1.528 -4.152
C 3.947 -0.600 -3.489
C 5.325 -0.718 -3.516
C 5.925 -1.780 -4.171
C 5.139 -2.719 -4.818
C 3.763 -2.584 -4.823
H 2.912 0.131 0.880
H 6.647 0.099 -0.762
H 8.009 -1.860 -0.222
H 7.042 -3.739 1.080
H 4.688 -3.592 1.845
H 2.727 -2.268 2.274
H 2.648 -3.351 0.091
H 2.182 -3.340 -2.047
H 1.183 -1.066 -5.014
H 3.488 0.201 -2.932
H 5.928 0.019 -3.011
H 7.001 -1.884 -4.167
H 5.601 -3.560 -5.321
H 3.145 -3.317 -5.322
Br -1.261 -4.916 5.599
C -1.402 -3.713 4.123
C -0.349 -2.862 3.818
C -0.491 -1.975 2.779
C -1.674 -1.902 2.015
C -2.691 -2.832 2.327
C -2.565 -3.713 3.375
N -1.753 -0.992 1.010
C -2.910 -0.741 0.401
C -3.005 0.107 -0.712
C -4.242 0.330 -1.370
C -4.302 1.164 -2.450
C -3.127 1.791 -2.887
C -1.955 1.520 -2.206
N -1.869 0.704 -1.172
H 0.567 -2.895 4.393
H 0.310 -1.292 2.547
H -3.595 -2.874 1.742
H -3.367 -4.402 3.606
H -3.843 -1.150 0.778
H -5.124 -0.176 -1.003
H -5.231 1.336 -2.979
H -3.136 2.472 -3.725
H -1.028 1.977 -2.530
N 1.524 1.451 -0.844
C 1.563 2.913 -0.822
C 0.162 3.565 -0.514
O -0.037 4.677 -0.995
O -0.625 2.897 0.199
H 2.450 1.068 -0.623
H 1.275 1.126 -1.776
H 1.919 3.342 -1.768
H 2.235 3.233 -0.022
F -0.289 1.161 5.701
C -0.689 2.082 4.790
F -1.818 2.617 5.298
F 0.230 3.063 4.841
C -0.903 1.439 3.347
O -2.037 1.078 3.098
O 0.149 1.362 2.697
*
```

=====

5.
DFT (wB97M-V/def2-TZVPD) results for C32H27Br6N5O10 as an isolated structure in a non-equilibrium geometry.

As for the LUMO energy: -1.0 eV. Its energy relative to the best compared isomer or geometry (same formula, charge and spin) is 7.6 kcal per mole. As for the HOMO energy: -9.972 eV. The total energy comes out at -481787.6660 eV.

ORCA input file:
```
! wB97M-V def2-TZVPD RIJCOSX def2/J DEFGRID3
* xyz 0 1
C 2.014 4.958 1.162
Br 0.413 5.919 0.720
Br 1.988 3.122 0.569
Br 2.401 5.017 3.062
H 2.840 5.379 0.606
C 0.001 0.641 1.596
Br -1.311 2.001 1.088
Br -0.840 -1.119 1.625
Br 0.900 1.120 3.283
H 0.783 0.637 0.847
C -4.364 -0.733 1.785
C -4.124 0.418 2.527
C -5.209 1.037 3.098
C -6.491 0.535 2.912
C -6.725 -0.566 2.110
C -5.628 -1.260 1.617
N -7.614 1.156 3.613
O -8.747 0.844 3.286
O -7.374 1.924 4.515
H -3.572 -1.156 1.178
H -3.104 0.751 2.639
H -5.152 1.944 3.687
H -7.735 -0.899 1.913
H -5.750 -2.066 0.904
C 3.327 2.273 -5.306
C 3.612 0.910 -5.412
C 3.508 0.077 -4.329
C 3.200 0.652 -3.093
C 2.951 2.000 -2.953
C 2.987 2.812 -4.074
N 3.144 -0.241 -1.941
O 3.294 -1.424 -2.080
O 3.008 0.274 -0.836
H 3.454 2.898 -6.178
H 3.964 0.610 -6.391
H 3.705 -0.981 -4.420
H 2.728 2.428 -1.989
H 2.843 3.881 -3.995
C 0.224 -1.248 -1.880
C 0.470 -2.097 -2.945
C 0.494 -1.616 -4.261
C 0.249 -0.276 -4.477
C -0.100 0.580 -3.427
C -0.082 0.097 -2.157
N 0.290 0.255 -5.857
O 0.481 -0.514 -6.767
O 0.262 1.467 -5.970
H 0.212 -1.666 -0.883
H 0.672 -3.123 -2.665
H 0.665 -2.287 -5.091
H -0.364 1.597 -3.684
H -0.354 0.702 -1.300
C -5.995 -5.089 0.537
C -4.956 -4.814 -0.322
C -3.722 -4.452 0.141
C -3.430 -4.447 1.505
C -4.468 -4.754 2.384
C -5.728 -5.096 1.906
N -2.065 -4.256 1.982
O -1.852 -4.421 3.159
O -1.248 -3.928 1.134
H -6.981 -5.321 0.160
H -5.200 -4.864 -1.377
H -2.941 -4.369 -0.605
H -4.315 -4.720 3.454
H -6.424 -5.441 2.659
C 6.559 2.332 0.875
C 7.411 2.336 1.967
C 7.002 2.160 3.263
C 5.634 1.923 3.464
C 4.749 1.870 2.389
C 5.219 2.052 1.104
N 5.120 1.697 4.812
O 5.922 1.454 5.700
O 3.915 1.702 5.013
H 6.879 2.536 -0.136
H 8.472 2.473 1.786
H 7.740 2.206 4.049
H 3.727 1.726 2.717
H 4.531 1.862 0.292
*
```

=====

6.
DFT (wB97M-V/def2-TZVPD) results for C32H27BrN4PS6Yb as an isolated structure in a non-equilibrium geometry.

As for the LUMO energy (spin up / spin down): -0.8 / -1.0 eV. Its energy relative to the best compared isomer or geometry (same formula, charge and spin) is 32.9 kcal per mole. As for the HOMO energy (spin up / spin down): -6.157 / -6.422 eV. The total energy comes out at -215453.4951 eV.

ORCA input file:
```
! wB97M-V def2-TZVPD RIJCOSX def2/J DEFGRID3
* xyz 0 2
Yb -1.748 -1.382 -0.438
N -2.215 0.539 1.401
C -1.709 1.505 2.303
C -2.559 2.365 3.054
C -2.043 3.315 3.911
C -0.642 3.489 3.963
C 0.173 2.542 3.384
C -0.333 1.604 2.494
P 0.877 0.523 1.731
C 2.041 1.622 0.895
C 1.762 2.991 0.711
C 2.697 3.828 0.094
C 3.921 3.330 -0.346
C 4.244 1.986 -0.134
C 3.286 1.122 0.469
C 1.845 -0.112 3.128
C 3.122 0.384 3.473
C 3.889 -0.285 4.440
C 3.446 -1.486 4.990
C 2.150 -1.944 4.673
C 1.323 -1.203 3.839
H -2.614 0.903 0.541
H -2.932 -0.047 1.806
H -3.654 2.403 2.810
H -2.682 3.963 4.512
H -0.196 4.346 4.505
H 1.228 2.674 3.532
H 0.820 3.388 1.085
H 2.475 4.848 -0.028
H 4.623 3.934 -0.901
H 5.172 1.601 -0.509
H 3.566 0.048 0.599
H 3.416 1.343 3.054
H 4.886 0.069 4.651
H 4.090 -2.032 5.677
H 1.815 -2.914 5.040
H 0.306 -1.582 3.644
N -4.023 -2.154 0.133
N -4.676 -2.073 -1.133
C -4.839 -0.885 -1.749
N -5.957 -0.759 -2.531
S -3.656 0.332 -1.625
H -4.325 -3.034 0.628
H -4.404 -1.356 0.659
H -5.169 -2.893 -1.473
H -6.755 -1.364 -2.378
H -6.062 0.136 -2.997
Br -1.737 -3.004 -3.202
C -1.245 -1.692 -4.481
C -1.361 -2.062 -5.792
C -0.951 -1.149 -6.793
C -0.448 0.090 -6.431
C -0.268 0.448 -5.079
C 0.310 1.699 -4.727
C 0.509 2.038 -3.409
C 0.101 1.116 -2.400
C -0.501 -0.050 -2.698
C -0.678 -0.460 -4.015
H -1.848 -2.989 -6.092
H -1.008 -1.443 -7.840
H -0.145 0.811 -7.205
H 0.513 2.444 -5.516
H 0.882 3.026 -3.069
H 0.341 1.372 -1.361
S 3.884 -6.678 0.864
C 2.767 -5.515 0.669
S 2.833 -4.275 -0.537
C 1.534 -3.244 -0.042
C 0.682 -3.799 1.072
S -0.657 -3.092 1.728
S 1.312 -5.358 1.657
S 1.201 -1.861 -0.885
*
```

=====

Number 2 is which compound?
C32H26KN6O4S